[1]
73
Properties=species:S:1:pos:R:3 method="wB97M-V/def2-TZVPD" spin_multiplicity=1 total_charge=0 gap_ev="5.083 / 5.113"
Au 0.45 -0.69 -0.17
I 2.31 -2.29 0.83
Cl -0.39 -2.91 3.41
S 1.41 2.11 1.90
N -0.43 2.08 3.71
N 1.40 0.71 -1.47
N -0.84 3.38 1.76
N -0.38 -1.14 -2.27
C -1.99 -4.91 -0.05
C 2.19 1.18 -3.53
C -2.84 2.87 0.37
C 1.29 0.38 -2.80
C -3.15 -1.21 1.08
C -1.34 2.59 4.72
C -0.86 -0.47 1.62
C -4.17 -3.07 2.19
C -1.87 -2.54 2.60
C -0.79 -5.60 -0.07
C -2.12 1.45 5.41
C 0.37 -0.60 -3.17
C -1.94 -1.41 1.75
C 2.33 1.65 -1.36
C -4.25 -2.01 1.29
C -1.34 -2.16 -2.56
C -1.25 3.06 -1.64
C -2.17 -3.79 -0.85
C 2.84 1.98 -2.61
C -3.62 1.43 5.12
C -2.28 3.49 1.66
C -2.48 3.61 -0.92
C -0.09 2.56 2.51
C -3.97 0.69 3.83
C -2.98 -3.34 2.83
C 0.07 -4.03 -1.67
C 0.25 -5.15 -0.88
C -1.14 -3.36 -1.67
H -0.37 3.65 0.91
H 0.29 -0.89 -4.22
H 2.34 1.14 -4.60
H -5.03 -3.69 2.37
H -5.18 -1.82 0.77
H -1.19 0.54 1.42
H -2.33 4.67 -0.70
H -3.72 -0.36 3.92
H -3.32 3.54 -1.61
H -2.80 -5.23 0.59
H -2.02 3.32 4.28
H -1.38 2.01 -1.87
H -0.75 3.13 5.47
H -3.99 2.46 5.07
H 1.19 -5.67 -0.89
H -3.44 1.09 2.97
H -2.52 1.83 0.29
H -1.30 -2.46 -3.62
H -1.10 3.59 -2.58
H -1.68 0.50 5.10
H -2.91 -4.17 3.52
H 2.58 2.06 -0.40
H -2.33 -1.73 -2.35
H -4.13 0.94 5.94
H -3.93 2.86 0.48
H 0.88 -3.69 -2.31
H -5.04 0.77 3.64
H -3.23 -0.37 0.39
H -0.66 -6.47 0.54
H 0.29 1.48 4.10
H 3.58 2.73 -2.81
H -0.34 3.16 -1.05
H -2.74 2.97 2.50
H -1.97 1.54 6.49
H -2.56 4.55 1.70
H -0.15 -0.51 2.44
H -3.11 -3.26 -0.83

[2]
28
Properties=species:S:1:pos:R:3 method="wB97M-V/def2-TZVPD" de_lowest_kcal_mol=32.9 spin_multiplicity=1 smiles=CCn1nnc([C@@H]2CCCNC2)n1 total_charge=0 gap_ev=9.784
N -2.03 -0.02 -1.01
N -1.39 -1.07 -1.55
N -1.08 0.64 -0.41
N -0.11 -1.10 -1.33
N 1.65 2.79 1.00
C 1.39 0.46 -0.03
C 1.70 2.00 -0.26
C -2.18 -3.36 -1.49
C 0.52 2.40 1.86
C -2.07 -2.11 -2.30
C 1.53 0.15 1.45
C 0.10 -0.01 -0.59
C 0.50 0.96 2.27
H -2.65 -4.10 -2.14
H -1.49 -2.29 -3.23
H 2.55 2.48 1.50
H 2.55 0.52 1.79
H -0.47 0.46 2.17
H -0.43 2.59 1.28
H 1.41 -0.95 1.65
H 0.43 3.10 2.69
H 2.13 -0.12 -0.58
H -2.78 -3.25 -0.58
H -1.25 -3.77 -1.24
H -3.06 -1.72 -2.54
H 2.71 2.18 -0.70
H 0.81 0.79 3.32
H 1.01 2.35 -0.98